[1]
Molecular formula: C28H78N8O10
Method: DFT, the ωB97M-V functional and the def2-TZVPD basis

CARTESIAN COORDINATES (ANGSTROEM)
C1 6.23674 -62.16898 -11.99733
C2 7.18748 -63.42533 -11.97013
C3 6.85415 -64.61135 -12.89652
O1 5.62996 -65.07169 -12.49696
C4 5.32884 -66.16636 -13.15216
N1 8.61332 -63.08921 -12.09431
H1 8.84135 -62.73020 -13.04064
H2 9.02617 -62.74639 -11.38577
H3 9.01473 -64.07176 -12.04149
H4 6.34514 -61.75858 -12.81913
H5 6.53401 -61.57959 -11.08988
H6 5.38182 -62.54365 -11.81682
H7 7.15642 -63.85542 -11.02335
H8 7.70363 -65.30940 -12.65790
H9 6.86729 -64.36155 -14.01360
H10 6.09489 -66.97225 -13.11817
H11 5.44911 -65.81209 -14.13797
H12 4.27461 -66.56543 -12.83297
N2 11.06655 -65.64143 -11.80954
O2 12.07911 -66.34135 -11.33036
O3 11.13307 -65.19169 -13.05836
O4 9.99449 -65.51783 -11.22261
C5 15.17595 -67.67901 -10.06810
C6 16.47444 -68.27161 -9.59739
C7 17.09968 -67.37936 -8.47463
O5 17.55216 -66.08698 -8.97486
C8 18.41882 -65.35894 -8.11110
N3 16.08336 -69.58114 -9.23515
H13 15.22003 -66.65553 -10.01456
H14 14.39527 -68.11143 -9.37576
H15 14.78012 -67.50084 -11.08615
H16 17.28052 -68.32204 -10.46600
H17 17.85413 -67.94722 -8.17596
H18 16.42829 -67.20634 -7.69005
H19 18.74363 -64.52059 -8.60260
H20 19.34992 -65.80503 -7.96191
H21 17.87536 -65.15770 -7.07343
H22 15.25748 -69.77571 -8.79500
H23 16.58659 -69.93891 -8.41293
C9 14.48019 -63.99753 -15.43011
C10 14.52588 -65.39520 -14.78674
C11 15.02899 -65.22959 -13.28496
O6 16.22907 -64.63310 -13.23270
C12 16.84734 -64.80801 -11.95656
N4 13.18202 -66.05408 -14.88961
H24 15.39041 -63.47813 -15.39061
H25 13.70758 -63.24220 -14.86603
H26 13.92785 -64.05392 -16.43179
H27 15.21803 -66.05012 -15.18552
H28 15.22567 -66.24142 -13.01524
H29 14.25342 -64.61066 -12.93473
H30 16.07975 -64.42344 -11.28427
H31 17.69320 -64.31627 -11.93151
H32 17.10500 -65.87305 -11.87983
H33 12.39616 -65.50831 -14.41648
H34 13.18515 -66.99636 -14.37942
C13 8.37813 -66.66940 -15.23777
C14 9.53262 -67.28513 -16.13722
C15 8.98991 -67.69848 -17.48307
O7 8.18066 -68.89419 -17.39910
C16 8.16607 -69.65190 -18.60881
N5 10.55893 -66.28553 -16.31612
H35 7.34319 -67.12565 -15.29848
H36 8.40847 -65.63881 -15.42222
H37 8.63196 -66.59920 -14.08681
H38 9.93557 -68.20035 -15.57338
H39 9.83349 -67.77536 -18.18473
H40 8.26928 -66.83046 -17.81619
H41 7.69953 -70.55322 -18.61117
H42 9.15546 -69.94587 -18.69229
H43 7.67348 -69.17963 -19.56176
H44 11.32640 -66.91338 -16.96113
H45 10.95894 -66.49580 -15.48300
C17 10.03107 -68.66380 -6.84473
C18 10.40843 -67.47675 -7.80909
C19 11.91942 -67.21391 -8.04187
O8 12.48071 -66.88172 -6.67681
C20 13.74628 -66.25718 -6.56900
N6 9.77782 -67.76424 -9.12162
H46 9.11079 -68.88477 -6.80527
H47 10.28049 -68.20871 -5.84348
H48 10.50373 -69.54948 -7.27103
H49 9.99337 -66.47983 -7.41816
H50 12.20581 -66.32183 -8.72820
H51 12.43143 -68.12460 -8.28824
H52 14.11551 -66.19826 -5.63074
H53 13.66436 -65.27119 -6.85123
H54 14.38445 -66.60859 -7.45164
H55 10.04863 -66.95802 -9.69142
H56 10.22844 -68.69903 -9.65655
C21 11.95019 -70.47325 -14.16447
C22 11.80823 -69.26809 -13.16745
C23 11.68568 -69.80560 -11.79611
O9 10.42674 -70.59422 -11.70708
C24 10.20732 -71.21618 -10.44344
N7 13.04876 -68.58573 -13.31039
H57 12.80123 -70.96407 -14.04700
H58 12.02514 -70.24880 -15.20079
H59 11.04955 -71.12005 -13.88916
H60 10.73248 -68.79478 -13.44671
H61 11.48311 -69.03238 -11.01075
H62 12.56408 -70.25440 -11.41150
H63 11.15937 -71.52637 -9.74822
H64 9.57552 -72.17713 -10.47893
H65 9.70874 -70.58187 -9.75806
H66 13.94098 -68.93801 -12.94933
H67 13.11443 -67.77210 -12.72159
C25 12.85435 -62.59554 -10.98214
C26 13.20474 -63.55910 -9.79857
C27 14.32152 -62.93845 -8.90831
O10 15.43871 -62.64295 -9.70839
C28 16.52571 -62.42938 -9.01440
N8 11.96396 -63.80472 -9.08532
H68 11.86538 -62.86493 -11.45700
H69 13.57947 -62.80501 -11.55775
H70 12.81875 -61.67428 -10.80240
H71 13.53745 -64.46835 -10.28167
H72 14.48017 -63.50373 -8.07515
H73 13.89623 -62.11114 -8.45914
H74 16.28912 -61.29553 -8.73948
H75 17.59611 -62.39079 -9.33199
H76 16.97460 -63.02437 -8.04265
H77 11.65619 -64.49520 -9.53180
H78 12.32332 -64.53020 -8.22111

Forces on the atoms, in the same order (eV/Å):
C 6.8 -3.0 7.7
C -1.6 1.5 -0.8
C 1.8 1.5 -0.2
O 0.9 3.2 3.7
C -2.2 -4.3 -1.3
N -2.8 -5.6 -7.9
H 0.3 0.2 1.0
H 3.6 4.4 6.5
H 0.7 0.3 -0.5
H 0.7 4.5 -7.7
H -0.3 0.0 -1.1
H -6.5 -2.3 0.9
H -0.5 -0.7 1.9
H -0.9 -0.1 -0.6
H 0.1 -0.2 1.2
H -0.4 0.1 0.7
H -1.1 -0.7 -2.4
H 2.0 0.8 -0.9
N 3.1 -1.7 -3.8
O -3.3 2.5 -0.9
O -0.4 -0.6 3.8
O -0.3 0.5 1.0
C -1.8 -0.2 -0.2
C 0.6 1.5 -2.5
C -1.9 2.1 -3.1
O -0.1 -0.9 -0.1
C -3.1 -1.5 2.3
N 4.0 -2.5 1.4
H 0.2 3.0 1.6
H 0.4 1.0 -1.1
H 0.5 -2.0 -0.3
H -1.5 0.1 1.7
H 3.8 -2.1 1.8
H -1.2 0.1 1.3
H -0.2 2.6 -1.2
H 1.4 -1.7 0.7
H 1.3 -0.1 -2.0
H -3.7 0.7 0.3
H 1.4 0.0 -0.8
C -4.3 0.4 0.0
C -2.2 1.8 1.9
C -1.2 -1.1 -3.5
O 2.9 1.8 -0.5
C -4.8 -2.6 -1.2
N 0.0 -0.2 1.4
H 1.4 0.5 -0.5
H 1.7 -2.0 -0.7
H 1.4 0.1 1.0
H 1.5 -1.1 -1.6
H -1.1 -1.1 1.3
H -1.2 0.2 1.9
H 0.6 -0.4 0.9
H 4.2 2.9 0.1
H -0.4 0.0 0.7
H 2.0 -0.7 -0.7
H 0.2 1.7 -1.2
C 0.6 -1.5 2.3
C -2.4 -1.7 1.4
C -2.2 0.9 -0.5
O -0.3 0.3 -0.3
C -0.2 3.4 -1.2
N 1.4 -2.6 -4.7
H 1.3 0.4 -0.3
H -0.6 1.7 -1.0
H -0.1 -0.9 -2.1
H -0.5 0.9 -0.9
H -0.4 -0.3 -0.1
H 1.5 -1.4 0.1
H -2.1 -2.5 1.4
H 2.3 -0.2 -1.4
H 1.3 0.0 1.7
H -2.3 2.7 2.0
H 2.6 0.8 3.4
C 7.5 3.9 -0.1
C -0.8 0.1 -0.6
C 1.0 1.7 2.6
O -0.9 -0.4 0.0
C -1.1 -1.8 -5.5
N 1.4 -1.8 -1.4
H -7.3 -1.0 -0.2
H 0.5 -1.6 -0.6
H 0.7 -0.1 0.9
H 0.3 -1.4 -0.5
H -0.9 -1.9 0.7
H 0.2 -0.5 -0.8
H 1.3 -0.9 3.0
H -0.5 2.9 -0.6
H 0.0 -0.2 1.8
H -0.3 -0.6 -0.5
H -1.3 3.5 2.2
C -5.4 1.1 1.4
C -1.0 -2.2 -2.0
C -3.6 0.7 2.4
O 1.5 -0.9 0.6
C 1.6 -2.2 1.3
N 1.4 2.9 0.3
H 3.8 -2.4 1.4
H -0.8 0.9 -0.9
H 1.3 0.4 -1.0
H 3.0 0.0 0.5
H 0.6 0.3 -1.0
H 0.9 -1.5 -0.1
H -1.5 0.6 -2.2
H 1.0 1.5 -0.6
H -0.9 1.0 0.5
H -0.8 -1.7 -0.5
H -1.0 1.0 0.2
C -4.8 -7.0 2.5
C 0.1 2.1 -0.7
C -1.8 -0.5 -3.3
O -2.2 -3.3 -2.3
C 4.7 4.4 5.5
N 5.0 3.5 8.6
H 1.1 -0.2 0.4
H 5.0 -1.0 -5.2
H -0.1 7.6 2.1
H 0.5 -0.4 0.0
H 1.3 -2.4 2.0
H -0.8 2.7 0.6
H 1.6 -1.7 0.8
H -1.2 -0.1 -2.2
H -2.8 0.6 -1.5
H -4.4 -6.9 -5.3
H -1.3 3.0 -2.1

Its orbital gap is 0.2783 hartree. The value obtained for the energy above the lowest of the compared OMol25 structures with the same formula, charge and spin is 135.9 kJ/mol. The value obtained for the max |F| is 10.66 eV Å⁻¹.

***

[2]
Molecular formula: C28H79N5O9
Method: DFT, the ωB97M-V functional and the def2-TZVPD basis

CARTESIAN COORDINATES (ANGSTROEM)
C1 11.13165 -20.17390 -4.97114
O1 10.56723 -19.69951 -3.80214
C2 9.62703 -20.53730 -3.13401
C3 8.99142 -19.71184 -2.03789
C4 9.99095 -19.14004 -1.08365
N1 7.92388 -20.52060 -1.50250
H1 11.81922 -19.44806 -5.42312
H2 10.34265 -20.36996 -5.66262
H3 11.61896 -21.09173 -4.72887
H4 8.78681 -20.78754 -3.81788
H5 10.05749 -21.51664 -2.76722
H6 8.40854 -18.89331 -2.46208
H7 10.86609 -18.82396 -1.66170
H8 10.27619 -19.79037 -0.25432
H9 9.57896 -18.20753 -0.65947
H10 7.27002 -19.94411 -0.97784
H11 8.21419 -21.24222 -0.85227
C5 5.85825 -24.76804 -7.04747
O2 5.77076 -23.55746 -7.77785
C6 6.95398 -23.05948 -8.49613
C7 7.99889 -22.42100 -7.54794
C8 7.47814 -21.08452 -7.03192
N2 9.22189 -22.16320 -8.32323
H12 6.61119 -24.69891 -6.22607
H13 6.13339 -25.59818 -7.72202
H14 4.83970 -24.93359 -6.60250
H15 7.46775 -23.84320 -9.06447
H16 6.60235 -22.25394 -9.20659
H17 8.32848 -23.13437 -6.81241
H18 6.55012 -21.25005 -6.43363
H19 7.24343 -20.46057 -7.90713
H20 8.20365 -20.58383 -6.39811
H21 9.94004 -22.83024 -8.08060
H22 9.61249 -21.22155 -8.11266
C9 10.77253 -22.98932 0.15337
O3 9.40927 -23.00631 -0.17470
C10 8.98187 -24.34791 -0.34216
C11 7.46251 -24.45876 -0.68475
C12 7.13290 -25.93589 -0.80165
N3 7.14702 -23.89199 -2.05408
H23 11.00940 -23.31930 1.19184
H24 11.08373 -21.94590 0.01837
H25 11.36709 -23.60435 -0.52727
H26 9.52544 -24.80643 -1.17477
H27 9.24242 -24.93090 0.58818
H28 6.90159 -24.05304 0.12880
H29 6.94474 -26.30079 0.18474
H30 7.96855 -26.39568 -1.34818
H31 6.26392 -25.99646 -1.46405
H32 7.36356 -22.85727 -2.02697
H33 6.17543 -23.95091 -2.21912
C13 -1.15491 -17.28411 -6.65945
O4 -0.69342 -18.37466 -5.89036
C14 0.41127 -19.09484 -6.51160
C15 0.71382 -20.28872 -5.60207
C16 2.02854 -20.92253 -6.03166
N4 -0.38408 -21.24166 -5.62572
H34 -1.39258 -16.48686 -5.96329
H35 -2.05253 -17.52778 -7.26202
H36 -0.37311 -16.80780 -7.34058
H37 0.18263 -19.50598 -7.48822
H38 1.32750 -18.47322 -6.56633
H39 0.79178 -19.82544 -4.62330
H40 2.67385 -20.08208 -6.32648
H41 1.96702 -21.57056 -6.93327
H42 2.54362 -21.55206 -5.27824
H43 -0.57930 -21.60210 -6.55684
H44 -1.26178 -20.76991 -5.34553
C17 0.31252 -18.02085 -1.71725
O5 1.43762 -18.81275 -1.33176
C18 2.50078 -18.70857 -2.23474
C19 3.30624 -17.44810 -2.13258
C20 4.10313 -17.24000 -3.48937
N5 4.30249 -17.56018 -1.06629
H45 0.41105 -16.96191 -1.56431
H46 -0.51947 -18.33517 -1.09439
H47 0.00931 -18.20877 -2.76637
H48 3.08968 -19.60741 -2.06651
H49 2.13090 -18.82169 -3.23863
H50 2.56206 -16.61693 -2.01003
H51 4.55328 -18.20932 -3.61562
H52 4.84877 -16.46555 -3.49699
H53 3.34221 -17.00728 -4.24813
H54 3.88957 -17.50866 -0.10459
H55 4.83698 -16.71089 -1.08011
C21 7.34965 -16.17520 -6.65366
C22 7.38988 -17.65366 -6.18607
O6 6.37519 -17.91961 -5.21354
H56 8.00002 -16.03848 -7.50245
H57 7.59185 -15.49819 -5.82109
H58 6.32398 -15.91773 -6.93158
H59 8.39695 -17.83866 -5.78486
H60 7.15157 -18.30461 -7.00748
H61 6.46459 -18.80990 -4.88734
C23 1.86505 -25.26193 -5.90050
C24 1.51675 -26.69918 -5.28655
O7 2.76868 -27.06407 -4.59849
H62 1.02699 -24.69371 -6.31033
H63 2.61108 -25.40336 -6.67856
H64 2.33381 -24.64465 -5.11036
H65 1.29842 -27.42507 -6.03540
H66 0.75362 -26.63619 -4.46886
H67 2.91394 -28.00313 -4.61293
C25 3.39993 -24.00350 -0.62524
C26 2.67694 -25.05257 -1.46156
O8 3.60941 -25.83564 -2.17934
H68 3.98401 -24.45889 0.17424
H69 2.64925 -23.37753 -0.16133
H70 4.02225 -23.29966 -1.19252
H71 2.01277 -24.63514 -2.22131
H72 2.01968 -25.68094 -0.84278
H73 3.21494 -26.20996 -3.00233
C27 4.94223 -22.38383 -4.50370
C28 4.99649 -21.00980 -3.72557
O9 6.21973 -20.33600 -3.90360
H74 5.91464 -22.89492 -4.47037
H75 4.57492 -22.29459 -5.52127
H76 4.22774 -22.97800 -3.98438
H77 4.87830 -21.22209 -2.68149
H78 4.08487 -20.41243 -4.03463
H79 6.89330 -20.67126 -3.29447

Forces on the atoms, in the same order (eV/Å):
C -0.1 -0.1 0.0
O -0.3 0.8 1.4
C -0.1 -0.1 -1.1
C -0.4 -0.3 -0.1
C 0.3 1.3 0.5
N -1.1 -0.6 0.9
H -0.1 -0.1 0.5
H -0.6 -0.3 -1.0
H 0.8 -0.9 -0.3
H 0.6 -0.1 0.0
H -0.1 0.9 -0.2
H 0.6 0.2 -0.6
H 0.0 -0.2 0.3
H 0.0 -0.2 -0.2
H 0.2 -0.4 0.1
H 0.0 0.0 -0.2
H 0.5 -0.1 0.0
C 0.2 0.2 0.2
O 0.7 0.9 -0.9
C -0.6 0.1 0.8
C 0.1 0.6 -1.0
C -1.0 -0.8 0.5
N 0.6 1.1 -0.3
H -0.5 -0.1 -0.4
H -0.1 0.1 0.3
H 1.1 0.1 -0.4
H -0.3 -0.2 0.0
H 0.2 -1.0 0.7
H -0.7 -0.2 0.9
H 0.7 0.3 -0.5
H 0.1 -0.1 0.3
H 0.1 0.1 0.1
H 0.1 0.0 -0.1
H -0.5 -1.1 -0.2
C 0.6 0.8 0.2
O -0.2 -0.6 0.1
C -1.0 -0.3 0.1
C 1.2 -0.3 -1.5
C 0.2 0.8 -1.0
N 2.4 2.0 1.7
H -0.4 0.2 -0.5
H 0.2 -0.3 0.2
H -0.1 -0.1 -0.1
H 0.1 0.0 -0.1
H -0.5 0.4 -0.7
H -0.6 0.8 0.5
H -0.1 -0.9 0.4
H -0.3 -0.4 0.5
H -0.1 -0.4 0.5
H -0.3 -1.4 -0.2
H -1.3 -0.3 -0.1
C 0.5 0.9 -0.7
O 1.2 -0.5 -1.2
C 0.1 0.2 1.2
C -0.4 0.1 -1.0
C 0.6 -0.2 -0.3
N -1.1 0.0 0.8
H -0.4 0.1 0.2
H 0.5 0.0 0.2
H -0.7 -1.0 0.7
H -0.4 0.3 -0.5
H -0.6 0.2 -0.1
H 0.1 -0.4 0.5
H 0.3 -0.4 0.2
H -0.4 0.4 0.4
H -0.6 0.6 -0.2
H 0.4 0.1 0.0
H 0.8 -0.3 -0.1
C -0.4 -1.1 -0.1
O -1.0 0.7 0.2
C 0.2 -0.7 0.0
C 0.5 1.1 -0.9
C -2.1 -0.6 1.4
N -0.6 0.4 1.5
H 0.5 0.6 0.0
H -0.1 -0.1 0.1
H 0.3 0.1 0.3
H 0.5 0.1 0.2
H -0.4 0.2 -0.8
H 0.7 -0.3 0.1
H 0.4 -0.1 -0.7
H 0.3 0.2 0.3
H 0.4 -0.3 -0.1
H 0.0 -0.5 -1.2
H 0.6 0.4 -0.2
C -1.0 -0.8 1.1
C -0.4 0.8 0.4
O 0.5 1.6 -0.5
H 0.3 0.2 -0.2
H 0.3 -0.2 -0.3
H 0.1 -0.1 -0.2
H -0.1 -0.3 -0.1
H 0.5 -0.3 -0.7
H 0.1 -0.9 0.4
C -0.2 -1.1 0.9
C 1.4 2.4 1.5
O -0.6 0.7 -0.5
H -0.1 -0.3 0.1
H 0.0 0.0 -0.1
H -0.3 -0.4 -0.3
H -0.4 -0.5 -0.5
H 0.3 -0.1 -1.1
H -0.1 -0.6 0.0
C -0.4 0.1 -0.2
C 0.0 -0.1 -0.7
O 0.4 -0.5 -0.4
H 0.1 -0.1 -0.1
H -0.3 0.2 0.3
H 0.0 -0.5 -0.2
H -0.2 0.7 0.2
H 0.3 0.0 0.2
H 0.3 0.3 0.7
C 0.5 1.3 0.6
C -0.7 -1.3 -1.2
O -0.2 0.6 -0.8
H -0.2 0.2 -0.1
H 0.4 0.1 -0.2
H -0.6 -0.8 0.5
H -0.2 -0.1 0.8
H 1.4 -0.2 0.2
H -0.2 -0.1 0.5

Its orbital gap is 0.3539 hartree. The value obtained for the energy above the lowest of the compared OMol25 structures with the same formula, charge and spin is 205.5 kJ/mol. The value obtained for the max |F| is 3.57 eV Å⁻¹.

***

What is the max |F| in the second record? 3.57 eV Å⁻¹